Record 1
Molecular formula: C36H92N6O13
Method: DFT, wB97M-V/def2-TZVPD

```
! wB97M-V def2-TZVPD RIJCOSX def2/J DEFGRID3
* xyz 0 1
C 0.79878 -0.67815 2.21463
O 1.78057 -1.18820 3.09295
C 1.88490 -0.26834 4.21024
C 3.15272 -0.63889 4.95577
N 2.98120 -1.84144 5.78700
C 4.25840 -2.30954 6.30224
C 4.00285 -3.53297 7.17917
O 2.94412 -3.31440 8.09924
C 3.31202 -2.82866 9.37345
H 0.66904 -1.42590 1.42461
H 1.18562 0.17000 1.63830
H -0.18657 -0.49048 2.64610
H 0.97283 -0.49750 4.77190
H 1.82436 0.78099 3.91393
H 3.43916 0.21043 5.59396
H 3.99295 -0.86525 4.30023
H 2.47045 -1.57333 6.62310
H 4.78463 -1.55105 6.90279
H 4.93601 -2.61875 5.50300
H 4.87465 -3.75766 7.80744
H 3.88410 -4.42279 6.56255
H 4.05723 -2.02029 9.37275
H 3.75943 -3.63743 9.95507
H 2.40395 -2.36391 9.74931
C 2.53008 1.47768 -4.22710
O 3.06590 0.59081 -3.25173
C 2.03392 -0.20408 -2.63968
C 2.23904 -0.49288 -1.17050
N 3.59877 -0.84693 -0.83449
C 3.92627 -0.93409 0.57584
C 4.35708 0.39881 1.23351
O 5.64249 0.90801 1.01254
C 5.86138 1.42293 -0.28563
H 3.35813 2.10457 -4.55653
H 1.73643 2.09893 -3.81021
H 2.15413 0.97286 -5.12209
H 2.07469 -1.17276 -3.15147
H 1.01795 0.15504 -2.81302
H 1.57787 -1.29642 -0.82574
H 1.86126 0.34996 -0.56456
H 4.31295 -0.36388 -1.35236
H 4.73022 -1.67271 0.67816
H 3.14437 -1.40305 1.17134
H 4.21976 0.30150 2.31411
H 3.56686 1.13794 1.02623
H 5.93201 0.56791 -0.96643
H 6.86866 1.84468 -0.30398
H 5.17614 2.20477 -0.61719
C -5.39074 0.89428 -0.64767
O -4.56435 2.03462 -0.72213
C -3.86253 2.07273 -1.94436
C -2.98757 3.25289 -2.26711
N -1.91436 3.29678 -1.28384
C -1.16566 4.54712 -1.43699
C 0.08423 4.73820 -0.55533
O 1.22531 4.32653 -1.28763
C 1.51384 2.96632 -1.19686
H -6.04979 0.78316 -1.50783
H -5.97336 0.99255 0.26806
H -4.81253 -0.01744 -0.47104
H -4.63159 2.03095 -2.73467
H -3.25045 1.16522 -2.02575
H -3.50418 4.22358 -2.30971
H -2.59390 3.06604 -3.26874
H -2.23911 3.35158 -0.31441
H -1.80277 5.40752 -1.15577
H -0.87803 4.73977 -2.47091
H 0.04547 4.20556 0.40312
H 0.11679 5.79304 -0.27993
H 2.53258 2.70585 -1.48595
H 0.82125 2.27084 -1.68252
H 1.49106 2.58514 -0.16217
C 0.07068 -3.95565 3.41649
O -0.78071 -5.06066 3.29893
C -0.16406 -6.21593 2.80248
C -0.09129 -6.20026 1.26372
N -1.42041 -6.06007 0.72765
C -1.43333 -5.81799 -0.70813
C -1.12562 -4.36408 -1.07150
O -2.18318 -3.54341 -0.64036
C -1.91582 -2.16651 -0.77349
H -0.29415 -3.20412 4.11890
H 0.23773 -3.40166 2.48298
H 1.05565 -4.25447 3.79430
H -0.67551 -7.13018 3.11508
H 0.84312 -6.40634 3.20107
H 0.32026 -7.19029 1.04392
H 0.61084 -5.40361 0.98618
H -1.98255 -5.35711 1.18883
H -2.39993 -6.03164 -1.16997
H -0.68328 -6.49614 -1.11979
H -1.10587 -4.37751 -2.17458
H -0.15471 -3.96425 -0.76093
H -2.85082 -1.61334 -0.70815
H -1.43992 -1.90504 -1.72455
H -1.23631 -1.88234 0.03443
C -3.23305 -0.68638 2.60614
O -3.00193 0.57945 2.00664
C -2.33894 1.49364 2.89498
C -3.00382 2.85784 2.84896
N -3.31687 3.39274 1.53500
C -4.04940 4.65266 1.48237
C -3.18897 5.80294 1.99042
O -3.13987 5.98667 3.40255
C -4.23970 6.67521 3.94231
H -4.03920 -0.60439 3.34631
H -2.40123 -1.00369 3.24367
H -3.47039 -1.42053 1.84444
H -1.27679 1.59406 2.65339
H -2.41395 1.13909 3.92390
H -2.29368 3.59724 3.24242
H -3.82374 2.83638 3.58517
H -3.85531 2.66794 1.06246
H -4.96786 4.57948 2.07893
H -4.31995 4.87474 0.45079
H -3.46072 6.77651 1.56818
H -2.14741 5.61042 1.71690
H -4.74399 7.42468 3.32499
H -3.87355 7.19248 4.83074
H -5.02942 6.00448 4.29828
C -1.94775 -0.26418 -3.97518
O -0.91884 -0.77900 -4.81302
C -1.42907 -1.77585 -5.69452
C -0.28376 -2.28963 -6.56190
N -0.39410 -1.82717 -7.96776
C -0.53375 -0.38524 -8.12804
C 0.74426 0.39205 -7.84030
O 1.63554 0.47275 -8.92688
C 2.85091 1.10011 -8.69043
H -1.59072 0.10311 -3.01434
H -2.75306 -0.99004 -3.83510
H -2.35029 0.57788 -4.55520
H -2.28342 -1.41795 -6.27588
H -1.81647 -2.60034 -5.08612
H -0.31130 -3.37742 -6.57220
H 0.64318 -1.97574 -6.07195
H 0.52534 -2.06795 -8.33093
H -1.30664 0.00317 -7.46168
H -0.93868 -0.18528 -9.12296
H 1.27848 0.04177 -6.95074
H 0.41626 1.42304 -7.61986
H 2.73032 2.18959 -8.62110
H 3.51106 0.90494 -9.53844
H 3.38245 0.69938 -7.81632
O -0.99419 0.74256 -0.02172
H -1.60971 0.92166 0.71215
H -1.20647 1.42375 -0.68170
*
```

Results
- strongest force on any atom (eV Å⁻¹) = 1.92
- lowest unoccupied orbital energy (eV) = 0.5676
- relative energy (zero: lowest compared OMol25 entry of this formula, charge and spin) (eV) = 2.559
- SMILES = COCCNCCOC.COCCNCCOC.COCCNCCOC.COCCNCCOC.COCCNCCOC.COCCNCCOC.O


Record 2
Molecular formula: C36H93N7O11
Method: DFT, wB97M-V/def2-TZVPD

```
! wB97M-V def2-TZVPD RIJCOSX def2/J DEFGRID3
* xyz -1 2
C -3.32485 -2.68175 -1.13452
O -4.04770 -1.45508 -0.80915
C -5.08969 -1.05827 -1.75964
C -4.42872 -0.28073 -2.92752
N -3.81623 0.97122 -2.55360
C -3.19520 1.66083 -3.70437
C -4.09641 2.41672 -4.61977
O -3.38557 2.76675 -5.79670
C -4.11734 3.26091 -6.83965
H -2.82847 -2.52007 -2.09137
H -3.90527 -3.58893 -1.30255
H -2.53995 -2.97874 -0.43895
H -5.78081 -0.39745 -1.23640
H -5.67340 -1.91072 -2.10706
H -5.17608 -0.19500 -3.71632
H -3.60446 -0.90578 -3.27102
H -3.28232 1.07647 -1.70275
H -2.46915 1.08400 -4.27727
H -2.57690 2.45247 -3.28116
H -4.48420 3.31654 -4.14225
H -4.97702 1.85376 -4.92913
H -5.03870 2.72742 -7.07329
H -3.53197 3.34300 -7.75546
H -4.51452 4.24985 -6.61087
C -2.62464 -7.55247 7.77109
O -1.65801 -7.77438 6.69038
C -1.11962 -6.52710 6.22410
C -0.14752 -6.78561 5.00555
N 0.32747 -5.59311 4.35676
C 0.95433 -4.67765 5.24273
C 1.33401 -3.33222 4.53464
O 0.22484 -2.53803 4.00052
C 0.65638 -1.52882 3.10764
H -3.34381 -8.37011 7.81969
H -3.24077 -6.68278 7.54275
H -2.17953 -7.52587 8.76571
H -0.55201 -6.05537 7.02621
H -1.92536 -5.90951 5.82728
H -0.62305 -7.42190 4.25915
H 0.72582 -7.28813 5.42129
H -0.41206 -5.08775 3.89007
H 1.86963 -5.06535 5.68997
H 0.35999 -4.31873 6.08299
H 1.93318 -3.65312 3.68251
H 2.03030 -2.78899 5.17353
H -0.20532 -0.94511 2.78384
H 1.02808 -2.00678 2.20127
H 1.42904 -0.88767 3.53195
C 5.91241 1.39747 -0.42724
O 5.09548 1.72365 -1.53441
C 4.63761 0.56207 -2.23582
C 3.87966 -0.55598 -1.38226
N 3.43983 -1.53401 -2.35334
C 2.58437 -2.55203 -1.72515
C 1.97013 -3.48951 -2.78908
O 0.81471 -2.98650 -3.36569
C -0.02346 -3.95546 -4.06722
H 6.68526 0.65247 -0.61638
H 5.24151 1.00820 0.33857
H 6.47848 2.27728 -0.12132
H 5.43496 0.09116 -2.81077
H 3.99415 0.90852 -3.04454
H 3.06020 0.02646 -0.96112
H 4.46710 -1.04884 -0.60760
H 3.06468 -1.13277 -3.20091
H 1.82413 -2.10480 -1.08473
H 3.13260 -3.17172 -1.01556
H 1.80515 -4.46169 -2.32459
H 2.72883 -3.71325 -3.53902
H -0.34960 -4.89877 -3.62916
H 0.48385 -4.20398 -4.99941
H -0.93789 -3.52499 -4.47541
C -1.44264 5.76084 -2.27204
O -1.14206 5.29001 -1.00797
C -1.93942 4.17468 -0.68251
C -2.02770 4.11978 0.88829
N -3.00589 3.13153 1.38097
C -2.65253 2.79550 2.78751
C -3.62064 1.69269 3.22088
O -3.39175 0.53171 2.39588
C -4.39628 -0.41372 2.49659
H -2.40456 6.27340 -2.26209
H -1.39409 5.01129 -3.06193
H -0.66999 6.50914 -2.44857
H -1.49644 3.26410 -1.08588
H -2.93708 4.16791 -1.12153
H -2.31108 5.14008 1.14669
H -1.03314 3.99092 1.31533
H -2.95235 2.30735 0.79961
H -2.82674 3.68204 3.39728
H -1.61500 2.50282 2.94868
H -4.64902 2.03780 3.11393
H -3.43984 1.49640 4.27770
H -4.11067 -1.32447 1.97021
H -5.26939 -0.00174 1.99056
H -4.73958 -0.58198 3.51734
C 5.62112 -1.64537 5.28070
C 5.22045 -0.59314 4.20176
C 5.11340 0.85583 4.80052
O 4.54758 1.78292 3.82961
C 4.47797 3.11663 4.25403
N 6.06535 -0.70603 3.03189
H 6.38375 -1.29671 5.97706
H 6.07580 -2.46624 4.72613
H 4.79081 -2.10512 5.81672
H 4.21362 -0.86338 3.88338
H 6.09320 1.30363 4.96656
H 4.59238 0.95447 5.75284
H 3.71114 3.15071 5.02792
H 4.28918 3.85648 3.47617
H 5.40656 3.44402 4.72162
H 6.99094 -0.44402 3.33967
H 5.73483 0.01897 2.41123
C -0.53793 4.19193 -6.50492
C 0.01691 2.77999 -6.16849
C 0.15361 2.46675 -4.68606
O 1.18771 3.29265 -4.22643
C 1.47039 3.11479 -2.82394
N -0.94300 1.89950 -6.79985
H 0.15511 4.99533 -6.25522
H -1.50251 4.40602 -6.04463
H -0.81614 4.39461 -7.53914
H 0.99436 2.62427 -6.62506
H 0.42210 1.43638 -4.45295
H -0.69894 2.78710 -4.08719
H 1.62593 2.07728 -2.52814
H 0.68266 3.57008 -2.22369
H 2.39151 3.66164 -2.62245
H -1.83107 2.25554 -6.47633
H -0.99176 2.11205 -7.78603
C -0.57144 0.03201 -1.93887
C -0.85656 -0.04666 -0.38328
C 0.05594 0.93519 0.39078
O 1.37537 0.39732 0.60023
C 2.31998 1.31228 1.17875
N -2.23949 0.42911 -0.17476
H -0.72813 1.04430 -2.31145
H -1.28481 -0.60492 -2.46186
H 0.41803 -0.36037 -2.17355
H -0.75806 -1.04922 0.03297
H -0.36526 1.19297 1.36250
H 0.11687 1.79463 -0.27686
H 2.73475 2.01351 0.45464
H 3.18239 0.75115 1.53858
H 1.93262 1.86609 2.03394
H -2.51973 0.37296 0.79395
H -2.83201 -0.27125 -0.59729
*
```

Results
- strongest force on any atom (eV Å⁻¹) = 2.98
- lowest unoccupied orbital energy (spin up / spin down) (eV) = 2.2084 / 2.1573